[1]
ORCA calculation (ωB97M-V with the def2-TZVPD basis set) on the ion C7H14FN4 with charge +1 in a non-equilibrium geometry.

Calculated values
Orbital gap ... 8.75 eV
Energy relative to the best compared isomer or geometry (same formula, charge and spin) ... 0.656 eV
Spin multiplicity ... 1
F_max ... 4.6 eV/A
Charge ... +1
Lowest unoccupied orbital energy ... -3.27 eV

Structure (XYZ):
```
26
Properties=species:S:1:pos:R:3:forces:R:3:nbo_charge:R:1
C 0.6090 1.3264 1.4086 1.3 0.0 -0.8 -0.44
C -0.8085 1.7112 1.5513 0.8 -2.5 -2.2 0.15
C 0.9499 0.8131 0.1841 1.0 0.1 1.0 0.41
C -1.3853 0.4715 -0.4567 0.2 -3.4 0.5 0.43
C 2.9786 -0.7376 -0.3020 1.7 -0.1 1.2 -0.43
C -1.8805 -1.1540 -0.3531 -2.5 2.7 0.4 -0.46
C -1.3445 -1.8890 0.8231 1.3 -1.2 -2.5 0.03
N -1.6390 1.2348 0.6695 -0.9 2.2 3.4 -0.45
N 0.1003 0.3880 -0.7180 -0.9 0.0 -4.1 -0.62
N -2.0126 1.0917 -1.5488 -1.5 -0.1 -2.2 -0.85
N 2.4134 0.6449 -0.3278 -1.5 -0.1 4.4 -0.51
F 0.0583 -2.0213 0.5821 -0.5 -0.4 0.7 -0.40
H 1.3575 1.4861 2.1952 -0.4 0.1 -0.5 0.24
H -1.0192 2.3468 2.4142 -0.8 -0.2 -0.5 0.23
H 2.2265 -1.3952 -0.5995 -1.4 -1.1 0.0 0.25
H 3.7361 -0.8264 -1.0499 0.6 0.4 -0.6 0.23
H 3.5032 -1.0672 0.6409 -1.2 0.8 -0.7 0.26
H -3.0350 -1.1891 -0.2704 1.6 0.5 0.1 0.24
H -1.7352 -1.5857 -1.3474 0.7 -0.2 0.3 0.22
H -1.4950 -1.5056 1.7591 0.0 2.2 2.2 0.19
H -1.8026 -2.8456 0.9893 0.1 -1.0 -0.8 0.19
H 0.2763 0.3934 -1.8019 -0.1 0.2 2.9 0.42
H -2.4234 0.4115 -2.2196 0.7 0.5 0.6 0.37
H -2.8378 1.6367 -1.2710 0.8 0.0 0.3 0.41
H 2.3414 0.9264 -1.2549 0.4 1.2 -2.1 0.43
H 2.8682 1.3340 0.3037 0.5 -0.5 -1.0 0.46
```
Positions in Å, forces in eV/Å.

[2]
ORCA calculation (ωB97M-V with the def2-TZVPD basis set) on a structure of composition C7H14MnN2O3S2.

Calculated values
Orbital gap (spin up / spin down) ... 8.75 / 8.47 eV
Energy relative to the best compared isomer or geometry (same formula, charge and spin) ... 0.044 eV
Spin multiplicity ... 6
F_max ... 0.6 eV/A
Charge ... +2
Lowest unoccupied orbital energy (spin up / spin down) ... -7.46 / -7.95 eV
⟨S²⟩ ... 8.756

Structure (XYZ):
```
29
Properties=species:S:1:pos:R:3:forces:R:3:lowdin_spin:R:1
Mn -0.5220 -1.1728 1.0000 -0.2 0.3 -0.2 4.66
C -0.1323 2.8747 4.3378 0.0 -0.1 -0.1 0.00
O 0.5231 1.9330 3.4441 -0.1 0.0 0.0 0.00
C -0.1589 1.0767 2.7527 0.1 0.1 0.1 0.01
O 0.4398 0.2922 1.9970 0.1 0.0 0.1 0.06
N -1.5080 1.0394 2.8606 0.0 -0.1 0.0 0.00
N -2.2011 0.0930 2.0832 0.0 -0.1 -0.1 0.04
H 0.6729 3.4522 4.7730 0.0 0.0 0.0 0.00
H -0.6635 2.3329 5.1193 0.0 0.0 0.0 0.00
H -0.7878 3.5310 3.7665 0.0 0.0 0.0 0.00
H -2.0282 1.6857 3.4319 0.0 0.0 0.0 0.00
H -2.8090 0.5779 1.4271 0.0 0.0 0.0 0.00
H -2.7895 -0.4689 2.6930 0.0 0.0 0.0 0.00
O -0.5997 -1.0164 -0.9512 0.2 0.0 -0.1 0.09
S -0.2664 -1.5994 -2.3543 -0.2 -0.1 0.1 0.02
C 1.5403 -1.7319 -2.4682 0.0 0.1 0.1 0.00
C 2.0507 -0.4723 -3.1666 0.0 0.0 0.0 0.00
C 0.9823 -0.1216 -4.1978 0.0 0.0 0.0 0.00
C -0.3468 -0.1626 -3.4505 0.0 0.0 -0.1 0.00
H 1.7344 -2.6386 -3.0424 0.0 0.0 0.0 0.00
H 1.9009 -1.8805 -1.4506 0.1 0.0 0.0 0.00
H 3.0218 -0.6542 -3.6234 0.0 0.0 0.0 0.00
H 2.1684 0.3391 -2.4464 0.0 0.0 0.0 0.00
H 0.9816 -0.8521 -5.0091 0.0 0.0 0.0 0.00
H 1.1317 0.8596 -4.6450 0.0 0.0 0.0 0.00
H -1.2290 -0.2579 -4.0791 0.0 0.0 0.0 0.00
H -0.4671 0.6825 -2.7704 0.0 0.0 0.0 0.00
S -0.2603 -4.5670 2.2294 0.1 -0.6 0.2 0.06
C -0.3783 -3.1736 1.7395 0.0 0.2 0.0 0.04
```
Positions in Å, forces in eV/Å.

[3]
ORCA calculation (ωB97M-V with the def2-TZVPD basis set) on a cluster of 2 separate species, C7H14N in total in a non-equilibrium geometry.

Calculated values
Orbital gap ... 8.41 eV
Energy relative to the best compared isomer or geometry (same formula, charge and spin) ... 2.698 eV
Spin multiplicity ... 1
F_max ... 4.0 eV/A
Charge ... +1
Lowest unoccupied orbital energy ... -4.42 eV

Structure (XYZ):
```
22
Properties=species:S:1:pos:R:3:forces:R:3:nbo_charge:R:1
C -2.0703 1.2706 -0.8381 0.1 -1.1 -0.8 -0.64
C -1.8530 -2.1064 -0.1249 3.5 0.0 1.0 -0.46
C -1.9327 0.3950 0.3879 -0.6 2.1 0.1 -0.27
C -1.7168 -0.8532 0.2753 -1.4 -3.5 -1.2 0.04
C 2.3399 1.3870 0.8402 0.4 -0.1 1.0 -0.71
C 1.6618 -0.9795 0.8466 -1.1 -0.9 -1.9 -0.71
C 2.0561 0.1763 0.0239 2.2 -2.2 0.4 0.53
N 2.3270 -0.0542 -1.2249 -0.8 0.2 0.9 -0.62
H -2.7726 0.8487 -1.6050 1.3 -0.4 0.4 0.24
H -1.0105 1.3774 -1.1489 -0.9 0.4 -0.7 0.20
H -0.9068 -2.7162 -0.2020 -0.8 0.7 -0.2 0.19
H -2.6828 -2.7611 -0.1253 -1.3 0.1 0.0 0.24
H -1.9896 0.8168 1.3678 0.0 0.5 0.6 0.23
H 1.4423 1.9510 0.8043 -1.0 0.9 -0.1 0.28
H 2.5284 1.2417 1.9616 -0.3 -0.5 -1.8 0.28
H 3.1378 2.0073 0.4996 0.5 0.4 -0.7 0.27
H 1.6168 -2.0492 0.3731 0.9 2.1 1.0 0.27
H 2.1159 -0.7199 1.7766 0.2 -1.3 0.9 0.27
H -2.5698 2.1992 -0.7330 0.2 1.2 1.0 0.24
H 2.0713 -0.8970 -1.7051 -0.2 -0.7 0.4 0.43
H 2.7464 0.5698 -1.8379 0.8 2.0 -1.0 0.42
H 0.6185 -0.7438 0.9167 -1.3 0.0 0.9 0.30
```
Positions in Å, forces in eV/Å.

[4]
ORCA calculation (ωB97M-V with the def2-TZVPD basis set) on the ion C7H14N with charge +1 in a non-equilibrium geometry.

Calculated values
Orbital gap ... 9.67 eV
Energy relative to the best compared isomer or geometry (same formula, charge and spin) ... 1.091 eV
Spin multiplicity ... 1
F_max ... 2.0 eV/A
Charge ... +1
Lowest unoccupied orbital energy ... -3.51 eV

Structure (XYZ):
```
22
Properties=species:S:1:pos:R:3:forces:R:3:nbo_charge:R:1
C -1.8799 -0.6303 -1.8596 -0.7 0.2 0.8 -0.65
C -0.7527 -0.6803 -0.8348 0.1 1.2 -1.5 -0.02
C -0.5493 0.6166 -0.0181 -0.7 -0.8 0.3 -0.47
C 0.2064 0.3962 1.2907 0.3 -0.9 -0.8 -0.06
C -0.4227 -0.1195 2.3364 -0.6 -0.1 0.5 -0.34
C 2.2606 1.6282 1.6841 -0.5 -0.6 -0.6 -0.32
C 1.6871 0.5340 1.1828 -0.1 0.9 0.9 -0.26
N 0.5757 -0.8980 -1.5945 -0.8 -1.1 -0.7 -0.70
H -1.8407 0.2164 -2.5457 0.1 0.0 0.0 0.23
H -1.9728 -1.5624 -2.4015 0.2 -0.2 -0.3 0.23
H -2.8348 -0.5643 -1.2979 0.5 0.2 -0.3 0.26
H -0.9197 -1.5726 -0.2661 0.3 -0.3 0.8 0.23
H -0.0858 1.4062 -0.6198 0.1 -0.2 -0.1 0.23
H -1.5522 0.9800 0.1944 -0.1 0.0 0.2 0.25
H -0.0844 -0.2316 3.3606 0.8 -0.1 -0.4 0.23
H -1.4349 -0.4886 2.2522 -0.5 0.5 -0.2 0.19
H 3.2971 1.8890 1.6877 0.5 -0.2 0.0 0.22
H 1.5616 2.3448 2.0735 0.1 0.4 0.3 0.20
H 2.2159 -0.3166 0.7467 0.2 0.3 0.1 0.18
H 0.7502 -0.1024 -2.2424 0.5 -0.2 1.2 0.45
H 0.5118 -1.6918 -2.2579 -0.1 0.1 0.6 0.44
H 1.2635 -1.1528 -0.8708 0.4 0.8 -0.8 0.46
```
Positions in Å, forces in eV/Å.

[5]
ORCA calculation (ωB97M-V with the def2-TZVPD basis set) on a cluster of 2 separate species, C7H14N in total in a non-equilibrium geometry.

Calculated values
Orbital gap ... 5.54 eV
Energy relative to the best compared isomer or geometry (same formula, charge and spin) ... 6.386 eV
Spin multiplicity ... 1
F_max ... 3.3 eV/A
Charge ... +1
Lowest unoccupied orbital energy ... -7.47 eV

Structure (XYZ):
```
22
Properties=species:S:1:pos:R:3:forces:R:3:nbo_charge:R:1
C 1.6193 0.0607 0.6352 -2.8 -1.6 -0.3 -0.41
C 0.9099 1.0882 -0.1871 1.7 -0.2 0.5 -0.19
C 0.0959 -0.4096 0.1799 2.1 0.8 -1.0 -0.21
C -0.0655 -1.4844 -0.8359 0.0 0.7 0.8 0.11
C -1.8377 1.0163 3.2655 0.3 1.1 -1.1 -0.66
C -0.6959 0.9982 2.1966 -0.9 -1.1 0.5 -0.11
C -0.9255 0.0712 1.1821 0.5 2.1 1.4 -0.23
N 0.6055 -1.2998 -4.9614 -0.6 -2.0 1.6 -1.03
H 2.4367 -0.3601 0.0207 -0.4 -0.3 1.0 0.26
H 1.5065 -0.0321 1.7411 1.2 0.7 -1.0 0.27
H 1.3609 1.2083 -1.1702 -0.6 -0.6 -0.2 0.24
H 0.7208 2.1060 0.2020 -1.2 -1.1 0.1 0.26
H 0.4357 -2.4839 -0.6809 0.3 1.5 -0.3 0.23
H -0.6851 -1.5162 -1.7724 -0.2 0.5 1.4 0.23
H -1.6053 1.7315 4.0638 0.0 -0.4 -0.1 0.24
H -2.7886 1.3761 2.7999 0.7 -0.4 0.3 0.24
H -1.9853 0.0156 3.6521 -0.1 0.0 0.3 0.24
H 0.1789 1.6423 2.5494 -0.9 -1.2 -1.4 0.24
H -1.9468 -0.2958 1.2732 0.4 -0.5 -0.8 0.25
H 0.3994 -0.3745 -4.7123 -0.7 1.6 0.5 0.35
H 0.7726 -1.8252 -4.0737 -0.3 0.5 -1.0 0.33
H 1.4936 -1.2328 -5.3678 1.6 -0.1 -1.0 0.36
```
Positions in Å, forces in eV/Å.

[6]
ORCA calculation (ωB97M-V with the def2-TZVPD basis set) on the ion C7H14N with charge +1 in a non-equilibrium geometry.

Calculated values
Orbital gap ... 5.62 eV
Energy relative to the best compared isomer or geometry (same formula, charge and spin) ... 2.494 eV
Spin multiplicity ... 1
F_max ... 2.5 eV/A
Charge ... +1
Lowest unoccupied orbital energy ... -6.77 eV

Structure (XYZ):
```
22
Properties=species:S:1:pos:R:3:forces:R:3:nbo_charge:R:1
C -2.1677 -0.6304 -0.7712 0.3 0.6 0.0 -0.22
C -2.1904 -0.1255 0.6825 -1.3 2.0 0.0 -0.38
C -0.8271 0.4583 1.1846 0.3 -2.4 -0.4 -0.54
C -0.0864 1.3889 0.3144 1.1 0.6 1.6 0.24
C 1.2018 1.1552 -0.1430 0.2 -1.4 -1.6 -0.38
C 1.9655 0.0636 0.2351 1.1 0.2 1.4 0.20
C 3.3244 -0.3417 -0.2344 -0.2 0.8 0.3 -0.72
N -1.0870 -1.5236 -1.0727 -0.3 0.3 0.2 -0.88
H -3.1498 -1.0266 -1.0208 0.1 -0.4 0.1 0.23
H -2.1155 0.2617 -1.4206 0.2 -0.1 0.1 0.18
H -2.9046 0.7106 0.7179 0.0 -0.1 -0.2 0.21
H -2.6495 -0.8332 1.3709 0.7 -0.3 0.2 0.24
H -0.7861 0.8003 2.2236 -0.7 0.6 -0.1 0.29
H -0.3540 2.4423 0.2589 -0.8 -0.2 -0.5 0.23
H 1.6591 1.7147 -0.9573 -0.4 0.6 0.3 0.26
H 1.7747 -0.3848 1.2067 -0.8 -0.4 -0.3 0.22
H 3.2825 -0.9986 -1.1036 -0.1 0.0 -0.2 0.29
H 3.9140 0.5476 -0.4837 -0.2 -0.1 -0.4 0.27
H 3.8630 -0.8436 0.5674 -0.2 -0.2 -0.1 0.26
H -0.2846 -0.4923 1.2197 0.5 0.2 0.0 0.23
H -1.1489 -2.5002 -1.2282 -0.4 -0.4 0.0 0.40
H -0.1782 -1.1409 -1.1380 0.5 0.2 -0.3 0.35
```
Positions in Å, forces in eV/Å.

Copy entry 3 word for word.
ORCA calculation (ωB97M-V with the def2-TZVPD basis set) on a cluster of 2 separate species, C7H14N in total in a non-equilibrium geometry.

Calculated values
Orbital gap ... 8.41 eV
Energy relative to the best compared isomer or geometry (same formula, charge and spin) ... 2.698 eV
Spin multiplicity ... 1
F_max ... 4.0 eV/A
Charge ... +1
Lowest unoccupied orbital energy ... -4.42 eV

Structure (XYZ):
```
22
Properties=species:S:1:pos:R:3:forces:R:3:nbo_charge:R:1
C -2.0703 1.2706 -0.8381 0.1 -1.1 -0.8 -0.64
C -1.8530 -2.1064 -0.1249 3.5 0.0 1.0 -0.46
C -1.9327 0.3950 0.3879 -0.6 2.1 0.1 -0.27
C -1.7168 -0.8532 0.2753 -1.4 -3.5 -1.2 0.04
C 2.3399 1.3870 0.8402 0.4 -0.1 1.0 -0.71
C 1.6618 -0.9795 0.8466 -1.1 -0.9 -1.9 -0.71
C 2.0561 0.1763 0.0239 2.2 -2.2 0.4 0.53
N 2.3270 -0.0542 -1.2249 -0.8 0.2 0.9 -0.62
H -2.7726 0.8487 -1.6050 1.3 -0.4 0.4 0.24
H -1.0105 1.3774 -1.1489 -0.9 0.4 -0.7 0.20
H -0.9068 -2.7162 -0.2020 -0.8 0.7 -0.2 0.19
H -2.6828 -2.7611 -0.1253 -1.3 0.1 0.0 0.24
H -1.9896 0.8168 1.3678 0.0 0.5 0.6 0.23
H 1.4423 1.9510 0.8043 -1.0 0.9 -0.1 0.28
H 2.5284 1.2417 1.9616 -0.3 -0.5 -1.8 0.28
H 3.1378 2.0073 0.4996 0.5 0.4 -0.7 0.27
H 1.6168 -2.0492 0.3731 0.9 2.1 1.0 0.27
H 2.1159 -0.7199 1.7766 0.2 -1.3 0.9 0.27
H -2.5698 2.1992 -0.7330 0.2 1.2 1.0 0.24
H 2.0713 -0.8970 -1.7051 -0.2 -0.7 0.4 0.43
H 2.7464 0.5698 -1.8379 0.8 2.0 -1.0 0.42
H 0.6185 -0.7438 0.9167 -1.3 0.0 0.9 0.30
```
Positions in Å, forces in eV/Å.